1.
{
  "formula": "C14H43B2Cl2HfO14S4",
  "method": "ωB97M-V/def2-TZVPD",
  "symbols": ["Hf", "B", "H", "H", "H", "H", "B", "H", "H", "H", "H", "Cl", "Cl", "C", "C", "O", "O", "H", "H", "H", "O", "S", "O", "O", "C", "C", "C", "H", "H", "H", "H", "H", "H", "H", "H", "O", "S", "O", "O", "C", "C", "C", "H", "H", "H", "H", "H", "H", "H", "H", "O", "S", "O", "O", "C", "C", "C", "H", "H", "H", "H", "H", "H", "H", "H", "O", "S", "O", "O", "C", "C", "C", "H", "H", "H", "H", "H", "H", "H", "H"],
  "coordinates": [[2.019, 3.138, -1.003], [4.166, 1.747, -0.254], [3.164, 1.687, 0.331], [3.933, 2.355, -1.226], [4.997, 2.355, 0.357], [4.601, 0.677, -0.548], [0.496, 1.400, -0.235], [-0.317, 0.573, 0.036], [-0.044, 2.121, -0.949], [0.939, 1.891, 0.700], [1.300, 0.933, -0.907], [0.221, 4.354, -2.570], [2.388, 1.828, -3.312], [1.711, 5.494, 2.631], [1.786, 4.705, 1.373], [2.729, 3.898, 1.185], [0.951, 4.761, 0.434], [0.693, 5.706, 2.958], [2.140, 6.487, 2.493], [2.212, 4.946, 3.426], [1.125, -2.435, -2.448], [0.523, -1.955, -3.649], [1.327, -1.630, -4.767], [-0.531, -3.101, -4.028], [-1.258, -2.897, -5.255], [-1.979, -4.166, -5.639], [-0.536, -0.634, -3.181], [-0.703, -2.425, -6.063], [-2.036, -2.173, -4.979], [-1.327, -5.033, -5.736], [-2.507, -3.999, -6.578], [-2.739, -4.380, -4.887], [-1.097, -0.128, -3.967], [0.089, 0.080, -2.651], [-1.352, -0.876, -2.497], [-0.881, -4.237, 1.241], [0.359, -4.051, 1.928], [0.470, -4.165, 3.343], [1.391, -5.061, 1.276], [1.180, -5.516, -0.088], [0.668, -6.933, -0.098], [1.060, -2.502, 1.421], [2.166, -5.417, -0.535], [0.482, -4.852, -0.595], [1.477, -7.623, 0.153], [0.278, -7.184, -1.086], [-0.144, -7.142, 0.598], [0.234, -1.807, 1.276], [1.417, -2.619, 0.393], [1.883, -2.182, 2.050], [-4.817, 3.366, -3.877], [-5.090, 2.631, -2.699], [-4.920, 1.214, -2.620], [-4.293, 3.356, -1.543], [-3.518, 2.554, -0.630], [-3.154, 3.298, 0.623], [-6.746, 2.980, -2.180], [-2.623, 2.168, -1.117], [-4.107, 1.684, -0.327], [-3.980, 3.824, 1.105], [-2.337, 4.013, 0.488], [-2.728, 2.666, 1.406], [-6.809, 2.660, -1.141], [-7.422, 2.429, -2.827], [-6.974, 4.043, -2.179], [4.410, 0.471, 3.260], [3.463, 0.706, 4.290], [3.170, 2.089, 4.531], [2.150, -0.159, 4.060], [0.928, 0.550, 3.694], [-0.251, -0.269, 4.113], [3.997, -0.071, 5.797], [0.934, 0.840, 2.649], [0.967, 1.409, 4.366], [-0.333, -1.209, 3.554], [-1.260, 0.135, 4.122], [-0.050, -0.702, 5.100], [3.359, 0.292, 6.595], [5.057, 0.161, 5.848], [3.857, -1.142, 5.670]],
  "forces_ev_per_a": [[-2.06, -2.35, 0.52], [1.50, -0.30, 0.85], [-1.39, -0.11, 0.84], [-0.28, 1.40, -1.94], [-0.08, 0.32, 0.26], [-0.27, -0.23, -0.43], [-1.05, -0.76, -0.05], [-0.08, -0.20, 0.18], [-0.81, 1.75, -0.90], [0.88, 1.17, 1.40], [1.78, -0.73, -0.81], [1.44, -0.37, 1.00], [-0.15, 1.02, 1.30], [-0.52, 0.33, 0.56], [0.07, -0.79, -0.92], [1.18, -0.39, -0.44], [-0.84, 0.42, -0.86], [-0.14, -0.29, -0.30], [0.37, -0.18, -0.09], [0.25, 0.13, -0.07], [0.13, -0.20, 0.08], [-0.80, -0.34, 1.42], [0.09, 0.20, -0.75], [0.64, -0.09, -0.74], [-1.33, 0.59, 0.45], [-0.11, -0.03, 0.09], [-0.88, 1.04, 0.25], [0.63, -0.38, 0.19], [-0.03, 0.08, -0.28], [0.12, 0.09, -0.05], [0.09, -0.04, -0.06], [0.09, -0.15, 0.04], [0.72, -0.06, -0.55], [0.23, 0.18, -0.23], [0.47, -0.88, 0.24], [-0.53, 0.06, 0.27], [0.76, 0.60, -1.00], [-0.09, -0.31, 0.23], [0.13, -0.31, 0.59], [-0.28, 0.28, 0.21], [0.20, -0.57, -0.08], [-0.37, -0.14, -1.10], [-0.06, -0.11, -0.22], [0.09, 0.11, 0.02], [-0.05, -0.06, -0.08], [0.21, 0.01, -0.08], [-0.02, 0.47, 0.12], [0.10, 0.26, 0.64], [0.15, -0.23, 0.08], [-0.20, 0.10, 0.24], [0.10, 0.06, -0.80], [-0.52, 0.51, 0.63], [0.23, -0.10, -0.09], [0.24, 0.04, 0.19], [0.14, -1.22, 0.82], [0.74, 1.12, 0.64], [0.01, 0.06, 0.50], [-0.02, 0.22, -0.18], [-0.12, 0.03, -0.28], [-0.20, -0.05, -0.29], [-0.25, 0.19, -0.43], [-0.25, -0.59, -0.35], [-0.17, -0.32, -0.12], [-0.03, -0.04, 0.05], [0.25, 0.06, -0.35], [0.20, -0.87, -0.27], [0.57, 0.54, -0.04], [-0.74, -0.12, 0.53], [-0.23, -0.09, -0.42], [-0.17, 1.00, 1.07], [0.08, -2.52, 0.32], [-0.23, -0.18, -0.79], [0.16, -0.04, -0.07], [-0.24, 0.48, -0.61], [0.05, 0.28, -0.42], [0.29, 0.75, -0.16], [-0.09, 0.53, 0.23], [0.28, 0.13, 0.19], [-0.04, 0.13, 0.46], [0.08, -0.02, 0.00]],
  "charge": -1,
  "gap_ev": 8.4,
  "max_force_ev_per_a": 3.16,
  "energy_ha": -4223.5163
}


2.
{
  "formula": "C14H44LiN16O17",
  "method": "ωB97M-V/def2-TZVPD",
  "symbols": ["Li", "C", "C", "C", "O", "C", "C", "C", "O", "O", "O", "H", "H", "C", "O", "N", "N", "H", "H", "H", "H", "C", "O", "N", "N", "H", "H", "H", "H", "C", "O", "N", "N", "H", "H", "H", "H", "C", "O", "N", "N", "H", "H", "H", "H", "C", "O", "N", "N", "H", "H", "H", "H", "C", "O", "N", "N", "H", "H", "H", "H", "C", "O", "N", "N", "H", "H", "H", "H", "C", "O", "N", "N", "H", "H", "H", "H", "O", "H", "H", "O", "H", "H", "O", "H", "H", "O", "H", "H", "O", "H", "H"],
  "coordinates": [[-2.171, 3.503, -2.637], [-1.328, -0.087, -0.651], [-1.499, 1.188, -1.249], [-0.524, 2.364, -0.896], [-0.633, 3.428, -1.535], [0.529, 2.063, 0.033], [0.572, 0.859, 0.686], [-0.309, -0.294, 0.259], [-0.107, -1.509, 0.563], [1.398, 0.703, 1.643], [-2.529, 1.487, -1.908], [-1.941, -0.890, -1.012], [1.216, 2.888, 0.143], [-5.529, -0.394, -1.628], [-6.528, -1.088, -1.830], [-5.008, 0.448, -2.557], [-4.873, -0.444, -0.443], [-4.234, 1.022, -2.215], [-5.524, 0.639, -3.391], [-4.098, 0.186, -0.330], [-5.066, -1.167, 0.225], [4.885, 1.414, -1.917], [4.482, 0.548, -2.688], [4.083, 2.436, -1.460], [6.105, 1.435, -1.339], [3.142, 2.495, -1.808], [4.428, 3.219, -0.942], [6.764, 0.682, -1.392], [6.346, 2.289, -0.877], [-0.030, -5.657, 2.748], [-0.805, -6.318, 3.430], [-0.281, -4.398, 2.318], [1.193, -6.128, 2.324], [-1.163, -3.965, 2.558], [0.375, -3.916, 1.719], [1.646, -5.637, 1.575], [1.314, -7.117, 2.454], [2.211, 5.779, -1.827], [3.076, 6.615, -1.595], [1.958, 5.194, -3.055], [1.366, 5.323, -0.870], [1.330, 4.413, -3.039], [2.743, 5.294, -3.679], [1.304, 5.796, 0.016], [0.642, 4.657, -1.122], [-3.596, -3.897, -0.830], [-4.463, -4.750, -0.684], [-3.419, -3.212, -1.996], [-2.865, -3.421, 0.229], [-4.013, -3.568, -2.725], [-2.735, -2.480, -2.069], [-3.144, -3.823, 1.113], [-2.269, -2.621, 0.176], [-2.723, -2.077, 3.759], [-2.748, -3.321, 3.752], [-1.838, -1.314, 3.089], [-3.569, -1.346, 4.524], [-1.174, -1.673, 2.423], [-1.892, -0.318, 3.174], [-4.159, -1.850, 5.162], [-3.711, -0.379, 4.317], [2.460, 4.014, 2.629], [2.921, 5.109, 2.953], [1.204, 3.605, 2.958], [3.152, 3.043, 1.967], [0.731, 4.210, 3.606], [0.979, 2.642, 2.766], [4.046, 3.299, 1.588], [2.702, 2.168, 1.728], [1.991, -2.094, -2.679], [2.703, -2.655, -3.506], [2.185, -0.868, -2.132], [0.877, -2.702, -2.150], [3.026, -0.369, -2.449], [1.490, -0.463, -1.540], [0.626, -3.545, -2.636], [0.406, -2.390, -1.320], [1.867, 0.296, 4.369], [2.008, -0.641, 4.530], [1.371, 0.328, 3.535], [-1.504, -1.385, -3.494], [-2.091, -0.868, -2.931], [-0.769, -0.791, -3.683], [-3.421, 2.853, -4.183], [-3.301, 1.989, -4.597], [-4.211, 3.219, -4.596], [2.126, -2.994, 1.756], [1.568, -2.395, 1.234], [2.023, -2.694, 2.665], [4.420, 0.168, 2.631], [4.050, -0.184, 1.814], [3.755, 0.790, 2.951]],
  "forces_ev_per_a": [[-0.22, -0.88, 0.06], [-0.15, 2.80, -1.24], [-0.83, -0.25, 1.99], [1.81, -2.95, 0.94], [-0.81, 0.84, -0.73], [-2.37, 2.10, -2.89], [1.98, -0.45, 2.42], [-0.23, -2.63, -0.88], [0.79, 1.21, 1.09], [-1.11, -0.51, -0.91], [0.78, 0.95, -0.78], [-0.11, -0.19, 0.32], [0.31, -0.26, 0.67], [-2.09, -1.68, -0.21], [0.58, 0.51, -0.14], [0.91, 0.50, 0.72], [0.67, 0.91, -0.02], [-0.34, -0.11, -0.94], [-0.17, -0.01, 0.08], [0.21, -0.30, 0.41], [-0.06, -0.08, -0.12], [-0.84, -0.34, 0.14], [0.58, 0.60, 0.28], [-0.33, -0.20, -0.48], [0.40, 0.39, -0.01], [0.12, 0.01, -0.11], [0.03, 0.08, 0.10], [-0.12, -0.03, -0.27], [0.46, -0.18, 0.32], [-0.54, -0.19, -0.05], [0.51, 0.12, -0.12], [-0.35, 0.49, -0.13], [-0.11, -0.16, 0.40], [0.03, -0.35, 0.21], [-0.17, -0.17, 0.29], [0.25, -0.19, -0.03], [0.16, 0.05, -0.22], [0.01, 0.48, 0.89], [-0.18, -0.44, -0.77], [0.65, 0.92, 0.35], [-0.45, -0.29, 0.25], [0.24, -0.32, -0.49], [-0.32, -0.48, -0.30], [0.27, 0.02, -0.06], [-0.01, 0.28, 0.30], [-0.89, 1.01, 0.74], [0.59, -0.14, -0.31], [-0.16, -0.78, 0.37], [-0.45, -0.79, 0.05], [0.32, 0.52, -0.40], [-0.07, -0.42, -0.55], [0.37, 0.21, 0.09], [0.28, 0.04, 0.14], [0.05, -2.06, 0.31], [0.17, 1.66, -0.33], [0.46, 0.42, -0.67], [-0.40, 0.00, 0.43], [-0.03, -0.24, -0.04], [0.15, 0.12, 0.01], [-0.15, 0.16, -0.20], [-0.23, 0.14, 0.28], [0.61, 0.23, 0.55], [-0.31, -0.55, -0.48], [-0.06, 0.43, -0.24], [0.31, 0.41, -0.21], [-0.24, -0.42, 0.06], [-0.41, 0.11, 0.41], [0.00, -0.16, 0.11], [0.15, 0.04, -0.12], [-0.63, -0.77, 0.80], [-0.25, 0.70, 0.14], [1.22, 0.27, -0.93], [0.35, -0.61, -0.83], [-0.57, 0.06, 0.46], [0.01, 0.15, 0.05], [-0.27, -0.05, 0.42], [-0.11, -0.07, 0.00], [-0.32, 0.11, 0.02], [0.08, 0.04, 0.02], [0.29, -0.12, 0.01], [-0.33, 0.17, -0.27], [-0.02, 0.30, -0.30], [0.13, -0.18, 0.14], [-0.03, 0.31, -0.16], [0.13, -0.04, 0.26], [0.08, 0.07, 0.03], [0.23, 0.09, -0.30], [0.06, 0.24, 0.08], [0.01, -0.03, -0.02], [0.20, 0.04, -0.22], [-0.07, -0.06, 0.10], [-0.04, -0.17, 0.18]],
  "charge": -1,
  "gap_ev": 7.2,
  "max_force_ev_per_a": 4.28,
  "e_above_lowest_ev": 0.252,
  "energy_ha": -2723.0996
}